1.
Density functional theory data (ωB97M-V with the def2-TZVPD basis set) for a single C5H6 molecule at a distorted geometry.

Geometry as XYZ:
```
11
Properties=species:S:1:pos:R:3:forces:R:3:mulliken_charge:R:1
C -0.67478 -0.17553 -0.94819 1.7669 0.1315 -0.4467 -0.124
C -1.29629 -0.71231 0.18390 -0.1588 0.0571 0.0536 -0.389
C 0.88443 0.25722 -0.82132 -2.0318 -0.6730 0.1018 -0.644
C -0.21129 -0.57771 1.22161 -0.0667 -0.0327 0.1711 -0.469
C 0.00621 0.59845 0.31797 0.5142 0.2373 0.4098 0.011
H -1.21639 0.19658 -1.80162 -0.0965 0.1547 -0.0965 0.320
H 1.60588 -0.53148 -0.67436 0.0882 -0.0547 0.1306 0.219
H 1.16672 1.02649 -1.51918 -0.1085 0.1493 -0.0901 0.275
H -0.59576 -0.40352 2.22151 0.0181 -0.0500 -0.0131 0.243
H 0.61971 -1.27703 1.23090 0.1351 0.0196 -0.0936 0.229
H -0.28844 1.59885 0.58880 -0.0603 0.0611 -0.1268 0.330
```
Forces are in eV/Å.

The calculation puts the energy relative to the best compared isomer or geometry (same formula, charge and spin) at 3.625 eV. For the frontier orbital gap, the calculation gives 8.82 eV. The HOMO energy is -7.721 eV. As for the LUMO energy: 1.0994 eV. The calculation puts the total energy at -5277.5742 eV.


2.
Density functional theory data (ωB97M-V with the def2-TZVPD basis set) for a molecular structure, C36H34BrN6O3Sn.

Geometry as XYZ:
```
81
Properties=species:S:1:pos:R:3:forces:R:3:mulliken_charge:R:1
Sn -0.43812 0.82293 -0.03276 -0.1632 0.0636 -0.1192 0.993
C -3.01896 3.11757 -0.83958 -0.0197 0.0132 0.0211 -1.322
N -1.71516 3.71649 -0.63118 0.0100 -0.0834 0.0128 1.019
C -1.71819 4.61907 0.50573 -0.0068 0.0667 0.0030 -1.002
C -1.79528 3.87396 1.84519 -0.0865 -0.0296 0.0261 -0.280
C -0.46931 3.66239 2.56137 0.0900 0.0765 0.0021 -1.291
N 0.45822 2.79419 1.84678 0.0010 -0.0989 0.0752 0.565
C 1.69229 2.95160 2.10515 -0.1056 -0.0384 -0.0467 -0.819
C 2.80973 2.22506 1.51796 0.0101 0.0346 -0.0169 0.837
C 4.08137 2.77221 1.73390 0.0435 0.0097 0.0243 -0.825
C 5.22518 2.21539 1.20602 0.0433 0.0821 0.0496 -0.855
C 5.10178 1.05638 0.43764 -0.0280 -0.0815 -0.0695 -0.623
C 3.87091 0.48248 0.21940 0.0436 0.0007 0.0068 -0.199
C 2.68308 1.03635 0.75315 -0.1206 -0.0570 -0.0532 0.103
O 1.56294 0.41351 0.54094 0.1509 0.0006 0.1033 -0.177
C -1.23300 4.27087 -1.88079 -0.0371 0.0499 -0.0331 -1.108
C 0.20218 4.77645 -1.86332 0.0123 -0.0249 -0.0229 -1.252
C 1.21655 3.82933 -1.22400 0.0906 0.0927 0.0940 -0.129
N 1.06279 2.43228 -1.58931 0.0791 -0.0371 -0.1364 0.343
C 1.99825 1.91471 -2.28390 -0.0581 0.0639 0.1024 -0.511
C 2.13887 0.52745 -2.69815 0.0057 0.0126 -0.0915 0.659
C 3.35033 0.18747 -3.31715 -0.0027 -0.0066 -0.0182 -0.598
C 3.62752 -1.09030 -3.75323 -0.0016 0.0556 0.0002 -0.771
C 2.64208 -2.07060 -3.58918 0.0267 -0.0118 -0.0179 -0.463
C 1.44032 -1.77037 -2.99603 -0.0702 0.0111 0.0612 -0.512
C 1.14210 -0.46925 -2.50673 0.0401 -0.0697 -0.0545 0.500
O 0.00445 -0.25104 -1.93415 0.0181 -0.0081 0.0970 -0.988
H -3.77080 3.87304 -1.13499 0.0165 -0.0176 -0.0007 0.342
H -3.37069 2.61621 0.06106 0.0177 -0.0039 -0.0082 0.340
H -2.95464 2.36342 -1.62479 0.0047 0.0083 -0.0071 0.376
H -2.56497 5.32847 0.42770 0.0288 0.0052 -0.0106 0.497
H -0.80762 5.22431 0.48219 -0.0045 -0.0330 -0.0085 0.253
H -2.26962 2.90143 1.70425 0.0360 -0.0275 0.0385 0.002
H -2.43905 4.43376 2.53042 0.0097 0.0041 -0.0143 0.302
H -0.67944 3.21337 3.53737 -0.0209 -0.0454 -0.0345 0.335
H 0.00654 4.63795 2.74819 -0.0185 0.0001 0.0633 0.518
H 2.00363 3.74273 2.80699 -0.0247 0.0184 0.0034 0.173
H 4.14984 3.67184 2.33852 0.0100 0.0002 -0.0076 0.328
H 6.19429 2.66328 1.38370 -0.0129 0.0040 0.0028 0.378
H 5.98376 0.59983 0.00200 -0.0022 -0.0025 0.0082 0.428
H 3.76624 -0.41046 -0.38505 0.0142 0.0005 0.0181 0.415
H -1.88733 5.09012 -2.24221 -0.0077 -0.0347 0.0186 0.310
H -1.30319 3.46627 -2.61682 0.0106 -0.0001 -0.0007 0.500
H 0.26525 5.73448 -1.33779 0.0299 0.0003 -0.0216 0.441
H 0.48270 4.98265 -2.90093 -0.0086 -0.0351 -0.0056 0.357
H 1.10791 3.89065 -0.13944 -0.0048 -0.0331 -0.1501 -0.256
H 2.23049 4.17913 -1.46976 -0.0229 0.0330 0.0239 0.522
H 2.83773 2.55473 -2.60072 -0.0038 -0.0157 0.0392 0.175
H 4.09418 0.97019 -3.43524 0.0031 -0.0114 -0.0060 0.318
H 4.57741 -1.32666 -4.21461 -0.0081 0.0059 -0.0012 0.392
H 2.82367 -3.08347 -3.93283 0.0135 0.0121 0.0020 0.399
H 0.67633 -2.52806 -2.86372 0.0013 0.0126 -0.0095 0.633
Br -2.25659 -5.51153 -3.70406 0.0013 -0.0042 -0.0313 -0.207
C -2.45682 -5.67606 -1.82421 -0.0041 0.0017 0.0278 0.103
C -3.21501 -4.73984 -1.13622 -0.0154 -0.0111 -0.0543 -0.544
C -3.33947 -4.83953 0.23738 0.0241 -0.0148 -0.0345 0.043
C -2.69986 -5.87164 0.92457 -0.0182 0.0593 0.0832 0.047
C -1.98922 -6.83002 0.21053 0.0035 0.0526 0.0249 -0.197
C -1.84857 -6.72866 -1.16433 -0.0060 0.0308 -0.0400 -0.504
N -2.87330 -6.09934 2.32352 0.1345 -0.0703 0.0956 -0.611
N -2.84289 -5.18269 3.17754 -0.1806 -0.0855 -0.0122 -0.513
C -2.47254 -3.85990 2.90961 0.0548 0.0557 0.0342 0.158
C -3.23943 -2.89943 3.55977 -0.0025 -0.0441 -0.0021 -0.269
C -3.16703 -1.55171 3.26691 -0.0160 0.0358 -0.0300 -1.168
C -2.26239 -1.05029 2.29675 -0.0300 0.0422 -0.0382 0.481
O -2.18285 0.15414 1.95519 -0.0037 0.0308 0.1561 -0.360
C -1.34487 -2.04762 1.71387 -0.0197 -0.0380 0.0355 0.131
N -0.39726 -1.56823 0.88005 0.0475 0.0429 -0.0160 0.044
C 0.53089 -2.37122 0.41725 0.0508 -0.0755 -0.0428 -0.054
C 0.60203 -3.72361 0.77977 -0.0566 0.0152 0.0188 -1.455
C -0.36647 -4.23985 1.59547 -0.0398 0.0204 -0.0338 -0.511
C -1.41711 -3.41519 2.05313 0.0323 0.0412 -0.0318 0.664
H -3.69281 -3.92980 -1.67007 0.0097 0.0011 -0.0025 0.418
H -3.91306 -4.09875 0.77913 0.0092 -0.0156 -0.0017 0.364
H -1.53674 -7.65331 0.74913 -0.0055 0.0100 0.0191 0.439
H -1.27570 -7.46113 -1.71645 0.0015 0.0060 -0.0029 0.409
H -3.96772 -3.26059 4.27838 0.0059 -0.0054 -0.0004 0.356
H -3.81266 -0.83944 3.76508 0.0091 -0.0067 -0.0033 0.412
H 1.26610 -1.93288 -0.24213 0.0235 0.0324 -0.0355 0.521
H 1.41640 -4.33498 0.41435 0.0037 -0.0008 0.0089 0.444
H -0.32057 -5.27266 1.91280 -0.0343 -0.0373 -0.0217 0.588
```
Forces are in eV/Å.

The calculation puts the energy relative to the best compared isomer or geometry (same formula, charge and spin) at 0.000 eV. For the frontier orbital gap, the calculation gives 6.73 eV. The HOMO energy is -4.199 eV. As for the LUMO energy: 2.5301 eV. The calculation puts the total energy at -128842.9016 eV. The total charge is -1.


3.
Density functional theory data (ωB97M-V with the def2-TZVPD basis set) for a molecular structure, C21H29KN8O4SbSe6 at a distorted geometry.

Geometry as XYZ:
```
70
Properties=species:S:1:pos:R:3:forces:R:3:mulliken_charge:R:1
K 0.51330 -0.22468 -0.30336 0.8255 -0.5271 -0.8413 1.061
Se -3.42933 -2.34103 -0.42536 -0.5799 -0.3510 -0.1585 -0.208
Se -1.72632 -2.06950 1.07916 -0.2568 -0.2876 0.5047 0.315
C -2.37080 -0.62970 2.15708 -0.3277 0.1487 0.3063 0.362
C -3.66964 -0.13338 2.14896 0.0261 -0.0102 -0.1281 -0.420
C -3.99775 0.83681 3.07653 0.0308 0.0096 0.0732 -0.479
C -3.04272 1.25353 3.99198 -0.0342 -0.0135 -0.1190 -0.796
C -1.78059 0.69576 3.91332 0.1019 0.0774 0.1183 -0.137
N -1.44005 -0.22278 3.01093 0.0483 -0.1876 -0.0970 0.187
C -2.33515 -2.23799 -1.98025 0.2833 0.0700 -0.1106 0.422
C -2.89847 -2.26123 -3.25364 -0.0530 0.0144 0.1266 -0.760
C -2.04349 -2.23656 -4.33878 0.0132 -0.0007 0.0647 -0.287
C -0.67045 -2.19363 -4.12356 0.0127 -0.0043 -0.1009 -0.922
C -0.21489 -2.17687 -2.81632 -0.0731 -0.0297 -0.1954 -0.285
N -1.03157 -2.20401 -1.77017 0.0600 -0.0661 -0.1829 -0.004
H -4.38954 -0.48953 1.42642 -0.0031 0.0367 -0.0188 0.249
H -4.99291 1.26314 3.08910 -0.0014 0.0041 -0.0198 0.361
H -3.25941 2.02033 4.71983 0.0264 0.0195 0.0342 0.416
H -0.99627 0.99921 4.59668 0.0238 0.0256 -0.0428 0.276
H -3.97374 -2.28124 -3.37241 0.0080 0.0035 -0.0532 0.351
H -2.44450 -2.24406 -5.34456 0.0141 0.0076 -0.0067 0.384
H 0.02520 -2.16526 -4.95167 0.0095 -0.0094 0.0190 0.481
H 0.84615 -2.13575 -2.58429 0.0083 -0.0230 -0.0747 0.562
N 3.07448 -0.50014 0.81671 0.2228 -0.3072 0.0278 -0.054
C 2.63629 -1.23114 1.99181 0.3696 -0.1136 0.0656 0.945
C 3.76948 -2.02318 2.68960 -0.1640 0.1457 0.2349 -0.940
C 4.77253 -1.15372 3.47063 -0.1739 -0.0634 0.0955 -0.537
C 4.33536 -0.46667 4.78381 -0.1413 -0.1973 -0.1924 -0.701
N 3.82191 -1.36143 5.81965 0.7948 -0.1174 -0.2570 -0.156
C 2.52220 -1.75618 5.88773 -0.8442 0.6704 -0.2187 0.607
N 1.49274 -1.06173 5.54617 -0.1859 -0.4118 -0.3066 -0.719
N 2.30137 -2.98892 6.46004 0.1174 -0.3102 0.2227 -0.562
C 1.49678 -2.16282 1.58932 1.0295 0.3472 -0.7235 -0.457
O 0.74790 -2.65633 2.54778 -0.2245 0.4516 2.4145 -0.473
O 1.30160 -2.44811 0.42359 0.3480 -0.8085 0.8893 -0.551
H 3.39973 -1.14596 0.10409 0.0176 -0.0026 0.0028 0.301
H 3.83611 0.12254 1.06736 -0.1584 0.2116 -0.0043 0.264
H 2.23807 -0.50562 2.69795 -0.1226 0.0606 0.2237 -0.440
H 4.31897 -2.53565 1.89529 0.0093 -0.1047 0.0414 0.494
H 3.35074 -2.80104 3.33496 -0.0187 0.0123 0.1121 0.270
H 5.12786 -0.35516 2.81387 0.0948 0.0232 0.0375 0.320
H 5.63531 -1.78439 3.71113 0.0455 0.0060 -0.0963 0.378
H 3.62274 0.33392 4.59363 -0.0447 -0.0091 -0.0441 0.132
H 5.22216 0.01316 5.19713 -0.0230 0.1408 -0.0115 0.319
H 4.50081 -2.01856 6.16992 -0.0582 -0.0519 0.0484 0.253
H 1.69225 -0.09524 5.31017 0.2230 -0.0817 -0.0868 0.210
H 0.84335 -2.16447 3.44633 -0.0091 -0.7126 -1.7166 0.392
H 2.96520 -3.72681 6.29717 -0.0004 0.0168 -0.1043 0.202
H 1.33319 -3.26577 6.44329 0.0259 0.0290 -0.0011 0.267
C 3.57094 2.52336 -1.14735 0.0737 0.0100 -0.0434 -0.448
C 2.62277 2.12226 -2.21820 0.0438 0.1205 -0.0260 0.276
N 2.14426 0.91922 -2.43893 -0.0344 -0.3056 0.0485 -0.370
C 1.32334 1.03031 -3.53941 0.0262 0.1069 -0.0344 -0.171
C 1.30878 2.31703 -3.98267 -0.0148 -0.0893 -0.0919 -0.627
N 2.15288 2.99691 -3.14179 0.0479 -0.1442 -0.1333 -0.006
H 3.43248 1.89885 -0.26792 -0.0405 0.0653 0.0242 -0.338
H 3.40167 3.56048 -0.86167 -0.0337 -0.0350 0.0982 0.252
H 4.60796 2.42744 -1.48146 -0.0230 -0.0623 -0.0327 0.340
H 0.78981 0.17989 -3.92968 -0.0284 0.0505 -0.0381 0.209
H 0.79647 2.79399 -4.79949 -0.0393 0.0167 0.0550 0.427
H 2.24970 3.99482 -3.08548 -0.0246 0.0501 0.1212 0.283
Se 0.80838 5.04209 -0.73588 -0.1501 -0.2839 0.4679 -0.646
Sb -0.09920 3.58800 0.96667 -0.3195 -0.2252 -0.5291 0.954
Se 3.35585 2.66630 2.68965 0.7582 0.1627 0.1331 -0.679
Se -2.08834 4.39204 2.05630 0.3791 -0.3316 -0.1933 -0.614
Se 1.31594 1.82521 2.18030 -0.9433 0.3613 -0.0164 0.176
O -0.74554 1.66207 -0.18885 -0.3600 2.3478 0.6614 -0.304
C -1.98993 1.45360 -0.43205 -0.9766 0.4184 -0.1463 -0.422
O -2.43167 0.46192 -0.99378 0.2765 0.1386 -0.0886 -0.287
H -2.68233 2.25213 -0.09539 0.0906 -0.1019 0.0141 0.096
```
Forces are in eV/Å.

The calculation puts the energy relative to the best compared isomer or geometry (same formula, charge and spin) at 0.893 eV. For the frontier orbital gap, the calculation gives 5.98 eV. The HOMO energy is -3.965 eV. As for the LUMO energy: 2.0182 eV. The calculation puts the total energy at -457305.3634 eV. The total charge is -1.


4.
Density functional theory data (ωB97M-V with the def2-TZVPD basis set) for a molecular structure, C12H7GdN2O5S at a distorted geometry.

Geometry as XYZ:
```
28
Properties=species:S:1:pos:R:3:forces:R:3:lowdin_spin:R:1
Gd 0.00721 -0.40858 -0.18678 -0.0229 -1.1262 -0.2115 6.797
O 0.04104 5.91243 0.18448 -0.0116 -0.1918 -0.0431 0.000
C -0.01957 4.56993 0.03624 0.1095 0.4118 0.0897 0.000
C -1.23121 3.88342 -0.03573 -0.0303 0.0749 0.0192 0.001
C -1.17202 2.51641 -0.17135 0.1887 0.2563 -0.0179 0.002
N -0.00558 1.89124 -0.23258 -0.0353 0.4034 0.0362 0.002
C 1.15598 2.53196 -0.16822 -0.1774 0.3283 -0.0166 0.002
C 1.20129 3.89792 -0.03345 -0.0109 -0.0223 0.0068 0.001
C 2.36483 1.62110 -0.25524 -0.0316 -0.4645 -0.0306 0.001
O 3.47069 2.07839 -0.10101 0.1055 -0.0970 -0.0985 0.001
O 2.02441 0.37174 -0.48083 0.7486 0.6964 0.0487 -0.001
C -2.37553 1.59536 -0.26370 0.0687 -0.3822 -0.0269 0.001
O -3.48357 2.05341 -0.11623 -0.1032 -0.1161 -0.0978 0.001
O -2.02761 0.35128 -0.48614 -0.7265 0.6653 0.0455 -0.001
H -0.84839 6.27398 0.24472 -0.0904 0.0746 -0.0015 0.000
H -2.19270 4.37969 0.01584 0.0277 -0.0037 0.0024 0.000
H 2.14322 4.42371 0.02284 -0.0126 0.0057 0.0037 0.000
S -0.00554 -0.75516 2.41948 0.0042 -0.3000 -0.0496 0.176
C -0.00254 -2.45039 1.91138 -0.0041 0.2129 0.5549 0.013
C -0.00532 -3.47445 2.86628 -0.0005 -0.0702 0.0458 0.008
C -0.00229 -4.78210 2.43920 0.0000 -0.0966 0.1318 0.000
C 0.00410 -5.07754 1.07599 -0.0001 0.0530 0.0092 0.000
C 0.00655 -4.01816 0.20348 -0.0018 -0.0650 -0.0132 0.000
N 0.00281 -2.74140 0.61031 0.0071 -0.2827 -0.3604 -0.004
H -0.00947 -3.22752 3.91820 -0.0005 0.0198 -0.0218 0.002
H -0.00464 -5.58025 3.17193 0.0007 0.0071 -0.0391 0.000
H 0.00726 -6.09311 0.70680 -0.0006 0.0221 0.0376 0.000
H 0.01158 -4.17320 -0.86839 -0.0002 -0.0133 -0.0031 0.001
```
Forces are in eV/Å.

The calculation puts the energy relative to the best compared isomer or geometry (same formula, charge and spin) at 0.000 eV. Its expectation value of S² is 16.044. For the frontier orbital gap (alpha / beta), the calculation gives 8.71 / 6.45 eV. The HOMO energy (alpha / beta) is -8.967 / -8.916 eV. As for the spin multiplicity: 8. As for the LUMO energy (alpha / beta): -0.2613 / -2.4650 eV. The calculation puts the total energy at -57448.8457 eV.